# 1
This record from OMol25 describes a structure of composition C3H4BrNO. The level of theory is ωB97M-V with the def2-TZVPD basis set.

Summary:
- Kohn-Sham gap: 10.6 eV
- HOMO level: -10.7 eV

```
10
Properties=species:S:1:pos:R:3:forces:R:3
C -1.078525 -0.371726 -1.868830 3.1 2.8 3.8
C 0.264607 -0.491198 1.494982 3.3 0.7 0.9
C 0.123826 0.597384 -0.560842 -2.2 -0.6 -2.3
N -1.575790 -0.907222 -2.735065 -1.2 -1.2 -1.8
O 0.762151 -0.315442 0.157459 -1.3 0.4 -1.1
Br 1.356402 1.546167 -1.694744 -0.4 -0.2 0.2
H -0.646716 0.063591 1.632969 -0.6 -0.4 0.2
H 1.137894 0.119250 1.960667 -1.8 -1.4 0.7
H 0.310214 -1.587152 1.760623 -0.4 1.4 -0.3
H -0.654063 1.346347 -0.147220 1.5 -1.6 -0.2
```
Positions in Å, forces in eV/Å.

# 2
This record from OMol25 describes an isolated molecule of C3H4BrNS. The level of theory is ωB97M-V with the def2-TZVPD basis set.

Summary:
- Kohn-Sham gap (spin up / spin down): 8.5 / 8.5 eV
- HOMO level (spin up / spin down): -8.2 / -8.2 eV

```
10
Properties=species:S:1:pos:R:3:forces:R:3
C 0.891910 -1.350785 0.124793 0.0 0.4 0.9
C -0.305408 0.388872 1.231378 3.0 0.9 -2.4
C -0.593139 0.453768 -1.175004 -1.6 1.4 1.0
N 0.498050 -0.665747 1.100953 0.3 -1.4 0.3
S 0.392639 -0.870065 -1.516349 0.4 -0.5 -0.7
Br 0.123324 2.276380 -1.390929 0.1 -0.3 -0.3
H 1.544779 -2.243303 0.215631 -0.5 0.7 0.0
H 0.294245 1.325931 1.495698 -1.4 -1.0 -0.7
H -1.248611 0.219782 1.625585 -1.7 -0.1 0.7
H -1.597788 0.465168 -1.711755 1.4 -0.2 1.1
```
Positions in Å, forces in eV/Å.

# 3
This record from OMol25 describes a structure of composition C3H4BrNS. The level of theory is ωB97M-V with the def2-TZVPD basis set.

Summary:
- 2S+1: 3
- <S²>: 2.02
- Kohn-Sham gap (spin up / spin down): 7.5 / 9.1 eV
- HOMO level (spin up / spin down): -7.0 / -11.3 eV

```
10
Properties=species:S:1:pos:R:3:forces:R:3
C -1.630581 -1.746832 -0.004363 -0.3 -1.2 0.5
C 0.476784 -0.485700 -1.586293 3.2 -1.8 -0.6
C -1.888949 -0.469890 -0.330485 0.6 -0.4 0.1
N -1.454778 -2.858239 0.247658 0.3 -1.0 0.3
S -0.870203 0.349118 -1.395629 -2.3 4.3 -1.3
Br -3.446891 0.314304 0.054968 -1.4 0.8 0.5
H 0.705984 -1.441348 -1.234075 -0.1 -1.3 0.9
H -0.143606 -0.157079 2.736349 -0.3 0.1 -0.4
H 1.185381 -0.168309 -2.322460 0.0 0.6 -0.3
H -0.543215 0.001535 2.113523 0.3 -0.1 0.4
```
Positions in Å, forces in eV/Å.

# 4
This record from OMol25 describes a structure of composition C3H4CaLiO3. The level of theory is ωB97M-V with the def2-TZVPD basis set.

Summary:
- 2S+1: 2
- <S²>: 0.76
- Kohn-Sham gap (spin up / spin down): 7.8 / 8.2 eV
- Charge: +2
- HOMO level (spin up / spin down): -17.6 / -18.0 eV

```
12
Properties=species:S:1:pos:R:3:forces:R:3
O -1.220683 -0.735873 -1.123566 0.3 0.5 0.4
C -2.040754 0.186854 -1.000072 -0.2 -0.3 -0.4
C -2.243361 0.890889 0.219878 -0.1 0.4 0.0
H 3.758206 -0.390704 0.383166 -0.2 -0.3 0.0
H -2.665427 0.466608 -1.866017 0.1 -0.1 0.2
H -1.651007 0.642277 1.101915 -0.3 -0.1 -0.2
H -2.974742 1.697582 0.269701 0.2 -0.3 0.1
Li 0.513637 -1.265434 -0.635058 0.0 -0.5 -0.5
O 2.497949 -1.537663 -0.740407 0.1 1.0 1.2
C 2.732413 -0.746391 0.166958 1.3 -1.7 -2.7
O 1.769011 -0.228984 0.854904 -1.0 0.4 0.6
Ca 1.524761 1.020842 2.368601 -0.1 0.9 1.2
```
Positions in Å, forces in eV/Å.

# 5
This record from OMol25 describes a structure of composition C3H4CeO3. The level of theory is ωB97M-V with the def2-TZVPD basis set.

Summary:
- 2S+1: 2
- <S²>: 0.78
- Kohn-Sham gap (spin up / spin down): 6.0 / 7.0 eV
- Charge: +3
- HOMO level (spin up / spin down): -20.9 / -21.1 eV

```
11
Properties=species:S:1:pos:R:3:forces:R:3
O -1.798595 0.231170 -1.015547 -0.7 -0.7 0.1
C -2.034130 -0.864907 -0.942279 1.0 0.2 0.0
C -2.050258 -2.288728 -0.849692 -0.7 0.3 -1.1
H -1.240001 -2.527061 -1.598337 -0.2 -0.5 0.9
H -3.003679 -2.651098 -1.262660 0.0 0.0 -0.3
H -2.049785 -2.624426 0.196530 0.7 0.0 -0.2
Ce -3.276266 1.764341 2.379423 -0.5 -1.3 1.1
O -3.308508 -0.480255 2.501672 1.3 1.8 -1.8
C -4.004884 -0.739164 3.525995 -0.5 -1.7 0.8
O -4.467055 0.507933 3.956413 -0.1 2.0 -0.3
H -5.107074 0.473210 4.677470 -0.3 -0.2 0.7
```
Positions in Å, forces in eV/Å.

# 6
This record from OMol25 describes an isolated molecule of C3H4Cl2. The level of theory is ωB97M-V with the def2-TZVPD basis set.

Summary:
- Kohn-Sham gap: 11.0 eV
- HOMO level: -10.4 eV

```
9
Properties=species:S:1:pos:R:3:forces:R:3
Cl -1.126316 -1.196911 -1.395374 -0.3 0.2 0.7
C -0.003158 -0.655667 -0.132932 0.9 -2.1 -1.3
C -0.154138 -0.971694 1.346874 2.6 3.2 2.2
C -0.115361 0.445652 0.733970 -2.6 4.9 -0.8
Cl 1.255478 1.695977 0.477562 -0.6 -1.4 0.9
H 0.944525 -0.697889 -0.607251 0.9 -0.4 0.1
H -1.212956 -1.078490 1.547559 0.2 -0.5 0.9
H 0.722265 -0.799684 2.271578 -2.5 -2.0 -3.0
H -1.013641 1.182184 0.703445 1.3 -2.0 0.3
```
Positions in Å, forces in eV/Å.

# 7
This record from OMol25 describes a structure of composition C3H4Cl2. The level of theory is ωB97M-V with the def2-TZVPD basis set.

Summary:
- Kohn-Sham gap: 10.2 eV
- HOMO level: -9.6 eV

```
9
Properties=species:S:1:pos:R:3:forces:R:3
C -0.205481 -0.794423 -0.216159 -0.2 4.2 1.9
C 0.090024 0.675842 -0.708875 -3.5 -1.8 1.1
C 0.268124 0.277496 0.789042 -2.9 1.1 -3.3
H -1.026115 1.018798 -0.974700 3.1 0.2 0.6
H 0.934173 0.894038 -1.328043 0.1 -0.1 -0.5
H 1.161054 0.099644 1.271831 1.6 0.1 0.6
H -0.465286 0.730722 1.330425 -1.9 1.1 1.8
Cl 1.227902 -1.648372 -0.121205 1.6 -4.5 -1.8
Cl -1.984399 -1.253743 -0.042314 2.1 -0.3 -0.4
```
Positions in Å, forces in eV/Å.

# 8
This record from OMol25 describes a structure of composition C3H4Cl2S. The level of theory is ωB97M-V with the def2-TZVPD basis set.

Summary:
- Kohn-Sham gap: 9.4 eV
- HOMO level: -8.8 eV

```
10
Properties=species:S:1:pos:R:3:forces:R:3
C -0.810555 -1.078562 0.454848 1.2 -1.3 0.2
C 0.501666 -1.778326 0.283356 1.1 -0.5 -0.6
C -0.240127 0.127841 0.548380 -3.4 1.4 -0.1
S 1.413102 -0.178182 0.275735 0.9 0.1 -0.2
Cl 0.332254 3.656253 -2.268642 -0.3 0.3 1.2
Cl -1.103016 1.684694 0.712007 0.9 -0.9 0.1
H -1.676642 -1.738907 0.517432 -0.4 1.4 0.1
H 0.034072 3.974650 -1.017228 0.3 -0.4 -1.2
H 0.894867 -2.314121 1.136838 -0.2 -0.4 0.2
H 0.654381 -2.355339 -0.642725 -0.1 0.3 0.3
```
Positions in Å, forces in eV/Å.

# 9
This record from OMol25 describes an isolated molecule of C3H4Cl3NO. The level of theory is ωB97M-V with the def2-TZVPD basis set.

Summary:
- Kohn-Sham gap (spin up / spin down): 8.6 / 8.6 eV
- HOMO level (spin up / spin down): -9.1 / -9.1 eV

```
12
Properties=species:S:1:pos:R:3:forces:R:3
C -0.742826 1.081424 0.493471 0.6 2.7 -1.6
C -0.558471 -0.206597 -0.227748 2.5 -0.9 1.4
N -0.187145 -0.140781 -1.692883 -0.4 -1.3 -0.8
O 0.138065 0.880927 -2.211723 -0.4 0.3 1.3
C 0.974908 -1.112136 0.369190 -3.1 2.4 -0.4
Cl 1.002539 -2.456947 -0.629023 0.6 -2.0 -1.2
Cl 2.225529 0.045449 0.096129 0.9 0.2 0.0
Cl 0.946163 -1.632561 2.052086 -0.4 0.4 0.1
H -0.738868 1.967157 -0.294066 0.3 -1.8 1.3
H 0.029615 1.395303 1.236911 -0.7 -0.6 -0.5
H -1.736086 1.148383 0.876452 -0.6 -0.1 0.8
H -1.353422 -0.969621 -0.068797 0.6 0.6 -0.5
```
Positions in Å, forces in eV/Å.

# 10
This record from OMol25 describes an isolated molecule of C3H4ClF. The level of theory is ωB97M-V with the def2-TZVPD basis set.

Summary:
- Kohn-Sham gap: 10.0 eV
- HOMO level: -8.9 eV

```
9
Properties=species:S:1:pos:R:3:forces:R:3
F 1.339872 -1.258546 0.107560 2.2 -0.6 1.3
C 0.471333 -0.469879 -0.482245 -3.7 1.5 0.3
C 0.280759 0.927881 -0.029394 1.0 2.4 0.0
C -0.815009 -0.082197 0.435822 9.2 -1.5 3.8
Cl -2.204548 -0.591422 -0.080751 -6.0 -0.7 -2.6
H 0.234010 -0.886245 -1.405497 -0.6 -0.1 -1.7
H 0.002244 1.990640 -0.595841 0.8 -3.4 1.0
H 1.252848 1.064536 0.618740 -2.6 0.2 -0.3
H -0.561505 -0.694765 1.431602 -0.3 2.2 -1.8
```
Positions in Å, forces in eV/Å.

The records above give, respectively, energy above the lowest of the compared OMol25 structures with the same formula, charge and spin values of 306.94; 248.15; 150.81; 45.95; 32.86; 213.23; 226.92; 103.19; 272.10; 265.49 kJ/mol.